Entry w
ORCA calculation (the ωB97M-V functional and the def2-TZVPD basis) on C5H12OSSi in the gas phase.

Lowest unoccupied orbital energy in eV: 0.854
HOMO energy in eV: -9.23

Geometry (Å):
C 0.1679 -2.2435 2.2980
C 0.7099 -1.0602 2.4288
C -0.1541 0.1575 1.9970
S 0.5520 1.2112 0.7290
Si -0.4479 0.3384 -0.9080
C 0.2570 -1.3456 -1.2992
O -0.1581 1.2903 -2.2494
C -0.1435 2.6692 -2.3886
H -0.8280 -2.1752 1.9675
H 0.6684 -3.1428 2.2085
H 1.6901 -0.9576 2.7560
H -1.1173 -0.0397 1.6537
H -0.3000 0.7561 2.8853
H -1.8642 0.1691 -0.8008
H 1.1836 -1.0691 -1.6559
H 0.4865 -1.8971 -0.3941
H -0.2321 -1.9250 -2.0340
H 0.4950 3.0218 -1.6284
H -1.0910 3.1820 -2.2050
H 0.1257 3.0602 -3.3604

Atom charges from the natural (NBO) analysis, given in e for atoms 1 to 8:
1 C -0.390
2 C -0.165
3 C -0.558
4 S -0.201
5 Si 1.523
6 C -1.123
7 O -0.889
8 C -0.229

---

Entry x
ORCA calculation (the ωB97M-V functional and the def2-TZVPD basis) on C5H12OSSi in the gas phase.

Lowest unoccupied orbital energy in eV: -0.950
HOMO energy in eV: -8.40

Geometry (Å):
C 1.2211 1.0757 3.3907
S 1.2082 0.0974 2.0449
O 1.7658 -1.2460 2.2997
C -0.1231 0.3211 1.0516
Si -0.4313 -0.1461 -0.7405
C 0.9951 0.4282 -1.9107
C -2.1262 0.5729 -1.0883
C -0.5730 -2.0435 -0.8234
H 1.4267 2.0684 3.2522
H 1.8044 0.5910 4.1149
H -0.1232 1.3759 1.0167
H 1.0638 1.5853 -2.0946
H 1.9208 0.0812 -1.5496
H 0.8839 -0.0411 -2.8897
H -2.7673 -0.1867 -1.5156
H -2.5722 1.1930 -0.2766
H -1.9421 1.3039 -1.8605
H -0.8797 -2.2763 0.1422
H -1.1593 -2.3747 -1.6552
H 0.4074 -2.3796 -0.9085

Atom charges from the natural (NBO) analysis, given in e for atoms 1 to 8:
1 C -0.849
2 S 1.661
3 O -0.875
4 C -1.055
5 Si 1.578
6 C -1.088
7 C -1.113
8 C -1.073

---

Which structure is the most stable? The one labeled entry w.

---

Entry w
ORCA calculation (the ωB97M-V functional and the def2-TZVPD basis) on 2 unconnected molecules or ions with the total composition C3H13N3O.

Lowest unoccupied orbital energy in eV: 0.881
HOMO energy in eV: -8.64

Geometry (Å):
N 2.6850 -0.5232 -0.4585
C 1.9536 0.0013 0.7129
C 0.8187 -0.9369 1.0724
N -0.1691 -1.0362 0.0258
C -1.5944 -0.8830 0.2118
N -2.1183 0.1640 -0.6581
H 2.1486 -0.4311 -1.3107
H 3.5988 -0.1025 -0.5154
H 1.6461 1.0440 0.5900
H 2.6991 0.0256 1.5156
H 1.2529 -1.9053 1.2918
H 0.3933 -0.5792 2.0145
H 0.0998 -1.5837 -0.7764
H -1.7348 -0.7301 1.2891
H -2.1165 -1.8398 0.0173
H -3.1250 0.0742 -0.5142
H -1.8089 0.0155 -1.6004
O -1.2801 2.7407 -0.5203
H -1.6984 1.8678 -0.3218
H -0.9637 2.7096 -1.4372

Atom charges from the natural (NBO) analysis, given in e for atoms 1 to 8:
1 N -0.861
2 C -0.220
3 C -0.217
4 N -0.669
5 C -0.035
6 N -0.850
7 H 0.354
8 H 0.364

---

Entry x
ORCA calculation (the ωB97M-V functional and the def2-TZVPD basis) on 2 unconnected molecules or ions with the total composition C3H13N3O.

Lowest unoccupied orbital energy in eV: 0.995
HOMO energy in eV: -8.31

Geometry (Å):
N -2.6924 0.0397 0.0819
C -1.8355 -0.5538 -0.9455
C -0.4694 -0.9177 -0.3561
N 0.2389 0.2295 0.1349
C 0.5138 0.4567 1.5478
N 1.7648 1.1371 1.7399
H -2.3491 0.9672 0.2970
H -3.6444 0.1092 -0.2469
H -1.6258 0.1460 -1.7625
H -2.2960 -1.4527 -1.3417
H -0.6304 -1.6509 0.4173
H 0.0763 -1.4006 -1.1738
H 0.2373 1.0520 -0.4418
H 0.5373 -0.5417 1.9959
H -0.3368 0.9620 2.0152
H 2.4123 0.6352 2.3200
H 1.6584 2.0895 2.0575
O 2.1193 -0.5670 -2.0606
H 3.0458 -0.3802 -2.2500
H 1.9472 -0.1275 -1.2100

Atom charges from the natural (NBO) analysis, given in e for atoms 1 to 8:
1 N -0.846
2 C -0.220
3 C -0.223
4 N -0.692
5 C -0.041
6 N -0.855
7 H 0.351
8 H 0.358

---

Which structure is the most stable? The one labeled entry x.

---

Entry w
ORCA calculation (the ωB97M-V functional and the def2-TZVPD basis) on C18H23N3O5S in the gas phase.

Lowest unoccupied orbital energy in eV: 0.575
HOMO energy in eV: -8.67

Geometry (Å):
C 2.3767 1.9715 0.0409
C 3.1878 1.4250 1.1915
O 2.4371 0.3526 1.7569
C 1.4087 0.6615 2.5540
O 1.2183 1.7791 3.0394
N 0.5258 -0.3519 2.9131
C 0.9055 -1.7725 2.7457
C 0.7129 -2.1492 1.2956
C 1.1166 -3.5661 1.1292
N 1.3524 -4.6984 1.1078
S -0.9161 0.0074 3.7475
N -2.0814 -0.4544 2.6257
C -2.9527 -1.5711 2.9321
C -2.1979 0.2069 1.4026
O -3.0360 -0.1899 0.6131
O -1.4242 1.2704 1.2362
C -1.1552 1.7260 -0.0499
C -1.3844 3.1019 -0.3028
C -1.1325 3.6599 -1.5734
C -0.7013 2.8136 -2.6319
C -0.4676 1.4774 -2.3733
C -0.6490 0.9294 -1.1197
O -0.2384 -0.3713 -1.0956
C -0.1011 -0.8266 -2.4326
C -1.3572 -1.6255 -2.7259
C 1.1184 -1.7041 -2.5939
C 0.0000 0.4323 -3.3513
H 2.9435 2.7811 -0.5010
H 1.4629 2.3984 0.4329
H 2.1273 1.1442 -0.6289
H 3.4455 2.1922 1.9241
H 4.1041 1.0574 0.7720
H 1.9144 -1.9636 3.0640
H 0.2696 -2.4010 3.3762
H -0.3338 -1.9809 0.9980
H 1.3437 -1.5610 0.6553
H -3.9858 -1.1872 3.0664
H -2.6724 -2.0559 3.8608
H -2.9858 -2.2830 2.1224
H -1.7468 3.7211 0.5064
H -1.4327 4.7002 -1.7589
H -0.6131 3.1810 -3.6409
H -1.3351 -2.0150 -3.7418
H -1.4894 -2.4011 -1.9941
H -2.2269 -0.9738 -2.6749
H 2.0283 -1.1882 -2.2240
H 1.2302 -1.9600 -3.6809
H 0.9784 -2.6607 -2.0564
H -0.6232 0.3696 -4.2523
H 1.0317 0.5526 -3.7058

Atom charges from the natural (NBO) analysis, given in e for atoms 1 to 8:
1 C -0.633
2 C -0.068
3 O -0.520
4 C 0.895
5 O -0.635
6 N -0.638
7 C -0.208
8 C -0.519

---

Entry x
ORCA calculation (the ωB97M-V functional and the def2-TZVPD basis) on C18H23N3O5S in the gas phase.

Lowest unoccupied orbital energy in eV: 0.332
HOMO energy in eV: -7.37

Geometry (Å):
C 0.7468 5.8608 -1.8662
O 0.0084 5.0176 -2.7146
C -0.7526 4.0341 -2.0500
C 0.0781 2.8947 -1.4557
C 0.8808 2.1764 -2.5435
N 1.8068 1.2165 -1.9911
C 1.4084 -0.0158 -1.6104
S -0.1144 -0.6011 -1.9434
N 2.3194 -0.8005 -0.9875
C 3.7287 -0.4708 -0.9544
C 4.1242 0.3437 0.2933
O 3.3777 1.5262 0.4057
C 1.9002 -2.0394 -0.3686
C 0.6112 -1.9275 0.4049
C -0.2357 -2.9867 0.4960
C -1.4517 -2.9327 1.2278
C -2.3378 -4.0281 1.2965
C -3.4935 -3.8617 2.0007
C -3.8057 -2.6487 2.6405
C -2.9664 -1.5691 2.5964
C -1.7715 -1.7243 1.8776
N -0.8720 -0.6974 1.8057
C 0.3309 -0.7100 1.1485
O 1.0650 0.2710 1.2462
O -5.0115 -2.7649 3.2648
C -5.4671 -4.0755 2.9987
O -4.5077 -4.7550 2.2214
H 1.5612 5.3313 -1.3598
H 0.1015 6.3228 -1.1086
H 1.1698 6.6376 -2.5009
H -1.3571 4.5004 -1.2568
H -1.4237 3.6350 -2.8148
H -0.5935 2.1831 -0.9740
H 0.7620 3.2800 -0.6959
H 0.2005 1.6483 -3.2149
H 1.4540 2.9063 -3.1200
H 2.5564 1.6262 -1.4401
H 3.9742 0.0972 -1.8558
H 4.3039 -1.4006 -0.9741
H 5.1758 0.6330 0.2092
H 4.0001 -0.2738 1.1911
H 2.5001 1.2729 0.7518
H 2.6972 -2.3441 0.3178
H 1.7787 -2.8215 -1.1305
H -0.0093 -3.8972 -0.0396
H -2.1047 -4.9551 0.8016
H -3.2116 -0.6430 3.0886
H -1.0924 0.1677 2.2861
H -5.6200 -4.6106 3.9492
H -6.4220 -4.0280 2.4513

Atom charges from the natural (NBO) analysis, given in e for atoms 1 to 8:
1 C -0.251
2 O -0.541
3 C -0.058
4 C -0.447
5 C -0.227
6 N -0.625
7 C 0.338
8 S -0.297

---

Which structure is the most stable? The one labeled entry x.

---

Entry w
ORCA calculation (the ωB97M-V functional and the def2-TZVPD basis) on C9H11N3 in the gas phase.

Lowest unoccupied orbital energy in eV: 0.854
HOMO energy in eV: -7.73

Geometry (Å):
C 3.7448 -1.3507 0.9406
C 2.4577 -0.8808 0.3665
C 2.5134 0.1281 -0.5696
C 1.3141 0.9026 -0.9146
C 0.0086 0.5944 -0.4202
C -0.0092 -0.4970 0.4575
C 1.1336 -1.2781 0.7054
C -1.5137 -1.3149 0.3552
N -2.5982 -0.2875 0.3947
C -2.2609 0.9658 -0.3342
N -3.3477 1.8450 -0.5830
N -1.0890 1.3330 -0.6779
H 3.6796 -0.6822 2.0124
H 3.7805 -2.5929 1.0051
H 4.7989 -1.0842 0.2198
H 3.5467 0.5129 -0.9202
H 1.3028 1.9911 -1.2671
H 1.1976 -2.2138 1.1632
H -1.4721 -1.8655 -0.5912
H -1.7709 -2.0889 1.2504
H -3.5150 -0.5034 0.3118
H -2.8699 2.6869 -0.9989
H -3.7640 1.9898 0.3586

Atom charges from the natural (NBO) analysis, given in e for atoms 1 to 8:
1 C -0.637
2 C -0.082
3 C -0.190
4 C -0.217
5 C 0.100
6 C -0.018
7 C -0.214
8 C -0.223

---

Entry x
ORCA calculation (the ωB97M-V functional and the def2-TZVPD basis) on C9H11N3 in the gas phase.

Lowest unoccupied orbital energy (alpha / beta) in eV: 0.040 / 0.127
HOMO energy (alpha / beta) in eV: -7.89 / -7.87

Geometry (Å):
C 5.0508 0.3944 -0.0659
C -0.7171 -1.9862 0.1902
C 1.4379 -0.5085 -0.2433
C -0.6204 0.5157 0.0722
C -0.8411 -3.2769 -0.0446
C -1.2485 1.7227 0.1883
C -2.7518 1.9277 0.2883
C 3.6059 0.5543 -0.0434
C 2.8740 -0.7453 -0.2854
N 6.1831 0.4127 -0.2179
N 0.7227 0.4900 -0.1832
N -1.3144 -0.8049 0.1277
H -1.7470 -3.8252 0.2933
H 0.1557 -3.8881 0.0103
H -0.6472 2.5282 0.1195
H -2.9489 3.0602 0.3239
H -3.3104 1.3034 1.1253
H -3.3736 1.5435 -0.4898
H 3.4113 0.9476 0.9127
H 3.3238 1.4009 -0.6927
H 2.8636 -1.4159 0.5212
H 3.2519 -1.2951 -1.0775
H -2.2321 -0.5698 -0.0133

Atom charges from the natural (NBO) analysis, given in e for atoms 1 to 8:
1 C 0.281
2 C 0.263
3 C 0.395
4 C 0.312
5 C -0.631
6 C -0.233
7 C -0.675
8 C -0.508

---

Which structure is the most stable? The one labeled entry w.